52
Properties=species:S:1:pos:R:3:forces:R:3 method="wB97M-V/def2-TZVPD" charge=+1 orbital_gap_ha=0.27277 e_tot_ev=-79142.9330
C 3.5604 2.3248 -1.4130 0.04 -0.29 0.14
C 2.1990 1.7163 -1.1462 0.27 0.35 0.08
Cl 2.4595 -0.0038 -0.6947 -0.08 -0.10 -0.05
C 1.4319 2.3727 0.0093 0.02 -0.35 -0.51
Cl 1.7310 4.1315 0.1310 0.01 0.21 -0.04
C -0.0703 2.1780 0.0104 -0.06 -0.11 1.25
C -0.6807 0.7936 -0.2247 -0.80 0.56 -0.28
C -2.0215 1.1165 -0.9456 0.71 -0.61 -0.52
C -1.9547 2.5432 -1.2491 -0.31 -0.32 0.08
N -0.8707 3.0789 -0.8462 -0.02 0.02 -0.44
H 4.0967 1.6903 -2.1086 0.05 0.02 -0.23
H 3.4756 3.3287 -1.8078 0.00 0.15 -0.11
H 4.1389 2.3456 -0.4944 0.07 0.11 0.15
H 1.6101 1.7171 -2.0587 -0.17 -0.08 -0.12
H 1.7712 1.9398 0.9413 0.14 -0.03 0.27
H -0.3511 2.4476 1.0265 -0.07 0.26 0.16
H -0.8441 0.3359 0.7408 0.12 -0.39 0.08
H -0.1145 0.1581 -0.8873 0.29 -0.13 0.09
H -1.9553 0.6467 -1.9347 -0.31 -0.26 -0.14
H -2.9484 0.7310 -0.5379 -0.14 0.21 0.32
H -2.7177 3.0632 -1.8071 0.08 0.39 -0.07
H -0.6166 4.0410 -1.0303 0.15 0.13 0.14
C -1.3249 0.6164 4.4916 -0.02 -0.01 0.10
S 0.1741 1.5731 4.2604 -0.08 -0.08 -0.02
O 0.8186 1.0357 3.0182 -0.04 0.21 -0.26
C 1.0838 0.8800 5.6370 0.04 -0.04 0.06
H -2.0154 0.8771 3.6920 0.02 0.00 -0.01
H -1.0965 -0.4473 4.4326 0.00 0.02 -0.06
H -1.7674 0.8725 5.4541 0.00 0.02 0.01
H 1.1501 -0.2005 5.5151 -0.02 0.00 -0.03
H 0.5750 1.1346 6.5659 0.00 0.01 0.01
H 2.0794 1.3175 5.6320 0.00 0.02 -0.02
C 0.5672 -3.7878 2.8716 -0.10 -0.09 0.06
S 0.1584 -2.2004 2.1401 0.20 0.00 -0.10
O -1.3010 -1.9694 2.3584 0.02 0.05 -0.03
C 0.3495 -2.7447 0.4379 -0.05 -0.12 -0.04
H 0.4533 -3.6963 3.9496 0.00 0.02 0.01
H -0.1104 -4.5523 2.4924 -0.02 0.01 0.00
H 1.6008 -4.0350 2.6320 0.01 0.02 0.00
H -0.3170 -3.5857 0.2475 -0.03 0.01 0.03
H 1.3869 -3.0317 0.2675 0.02 0.02 0.02
H 0.0893 -1.9189 -0.2163 -0.03 0.02 -0.03
C -0.4348 -2.8470 -4.9549 -0.03 -0.11 0.07
S -0.9410 -1.2838 -4.2427 0.13 0.15 -0.17
O -1.5495 -1.5642 -2.9074 -0.02 0.13 0.10
C -2.2932 -0.9723 -5.3810 -0.06 -0.06 -0.02
H 0.3810 -3.2377 -4.3511 0.01 0.02 0.02
H -1.2746 -3.5410 -4.9387 -0.01 0.01 0.02
H -0.0900 -2.6803 -5.9746 0.01 0.03 0.00
H -3.0004 -1.8000 -5.3393 0.00 -0.01 0.03
H -1.8954 -0.8559 -6.3885 0.01 0.01 0.00
H -2.7848 -0.0517 -5.0743 0.02 0.01 0.02



50
Properties=species:S:1:pos:R:3:forces:R:3 method="wB97M-V/def2-TZVPD" charge=+3 orbital_gap_ha="0.27879 / 0.17497" multiplicity=5 relative_energy_kcal_mol=0.0 s_squared=6.03 e_tot_ev=-50002.9168
C -2.6096 0.9257 -1.0583 -1.01 0.36 -0.31
C -1.9506 -0.0982 -0.1775 -2.29 -1.32 0.87
H -3.6943 0.7840 -1.0074 0.10 0.02 -0.03
H -2.2869 0.8068 -2.1003 0.10 -0.02 0.38
H -2.3709 1.9456 -0.7322 0.14 -0.39 -0.04
O -2.5452 -0.9688 0.4361 1.83 1.91 -1.29
I 2.6446 0.7048 -0.2376 -0.30 -0.08 -0.13
Pt 0.0599 0.0232 -0.0429 0.95 0.48 -0.76
P -0.0566 1.7069 1.6447 -0.36 1.09 1.88
C -0.0459 0.9143 3.2860 0.05 -0.26 -0.32
C 1.2532 2.9843 1.8046 0.05 -0.39 -0.67
H 0.8901 3.7904 2.4580 0.08 -0.29 -0.15
H -1.5191 3.4114 2.5385 0.07 -0.26 -0.20
H 1.4903 3.3956 0.8190 -0.02 0.20 0.16
H -1.6587 3.2925 0.7609 -0.07 0.03 0.27
H 0.8967 0.3666 3.4116 -0.20 0.16 0.12
H 2.1576 2.5422 2.2348 -0.07 0.08 0.06
C -1.5741 2.7150 1.6894 -0.09 -0.26 -0.55
H -0.1447 1.6747 4.0732 0.01 -0.16 -0.26
H -2.4517 2.0683 1.8091 0.09 0.20 0.01
H -0.8757 0.1997 3.3294 0.14 0.18 0.20
P 0.1453 -1.4496 -1.9861 0.27 -1.13 -1.52
C 0.1174 -3.2668 -1.7296 0.03 0.25 0.48
C -1.2079 -1.2997 -3.2101 0.01 0.56 0.35
H 1.8912 -0.1808 -3.1099 -0.01 -0.22 -0.24
H 1.6441 -1.7845 -3.8980 0.01 0.17 0.35
H 2.5281 -1.6563 -2.3343 -0.13 -0.03 -0.18
C 1.7062 -1.2478 -2.9384 -0.23 0.43 0.34
H -1.2373 -0.2818 -3.6120 -0.07 -0.20 -0.10
H -1.0483 -2.0122 -4.0310 0.10 0.19 0.26
H -0.1607 -3.7495 -2.6775 0.05 0.24 0.26
H -0.6263 -3.5086 -0.9646 0.07 -0.22 -0.12
H -2.1632 -1.5344 -2.7240 0.13 0.00 -0.18
H 1.1077 -3.6193 -1.4205 -0.34 0.04 -0.08
C 0.4754 -1.5529 1.2079 -0.65 0.21 1.34
O 0.0046 -1.8159 2.2953 0.79 -0.40 -1.64
C 2.8159 -2.2717 2.7304 -0.48 0.18 0.45
C 2.4087 -3.0271 1.4948 1.11 2.10 0.39
C 3.6553 -3.2363 0.6513 0.34 -0.77 -1.22
C 1.7549 -4.3272 1.8816 -0.88 -2.15 -0.45
O 1.4754 -2.3012 0.6307 0.70 -1.23 1.80
H 3.5412 -2.8753 3.2893 -0.16 0.14 -0.20
H 1.9496 -2.1110 3.3778 0.36 0.17 0.14
H 3.2949 -1.3246 2.4560 -0.12 0.01 0.14
H 4.3892 -3.8024 1.2347 -0.23 0.08 -0.12
H 3.4316 -3.7842 -0.2717 0.15 -0.02 0.18
H 4.0913 -2.2692 0.3756 -0.13 -0.08 0.19
H 0.8710 -4.1118 2.4851 -0.03 0.27 0.02
H 1.4537 -4.8844 0.9862 0.08 -0.04 0.28
H 2.4612 -4.9283 2.4614 0.06 0.17 -0.19



57
Properties=species:S:1:pos:R:3:forces:R:3 method="wB97M-V/def2-TZVPD" charge=+3 orbital_gap_ha="0.33323 / 0.20075" multiplicity=2 relative_energy_kcal_mol=22.6 s_squared=0.76 e_tot_ev=-47165.6072
Ir -0.1592 0.2109 -0.9916 0.76 -1.38 -0.37
C 2.2707 -2.1645 -0.0127 -0.09 0.04 0.04
C 2.2150 -0.8001 0.6907 -0.07 0.02 0.06
N 0.8813 -0.1221 0.7968 0.16 0.26 -0.03
C 1.0776 1.1705 1.5324 -0.07 -0.10 0.03
C -0.1250 2.0624 1.3443 -0.02 0.01 -0.15
N -0.5167 2.0893 -0.0959 -0.63 -0.25 -0.05
C -0.0335 3.2619 -0.8891 0.17 0.02 0.02
C 1.4779 3.4290 -0.9571 -0.04 -0.08 -0.01
C 2.2944 2.2235 -1.4621 -0.08 0.04 0.05
N 1.4841 1.1013 -2.0219 -0.20 -0.02 0.16
C 2.3885 0.0250 -2.5511 -0.08 0.01 -0.03
C 1.5522 -1.1557 -2.9752 0.03 -0.07 0.02
N 0.6130 -1.5353 -1.8700 -0.22 -0.22 -0.21
C 1.1057 -2.5678 -0.9037 0.05 0.15 -0.16
H 2.3453 -2.9578 0.7318 0.03 0.01 0.01
H 3.2113 -2.2070 -0.5643 -0.02 -0.02 -0.03
H 2.8624 -0.0857 0.1917 0.04 0.00 -0.01
H 2.6067 -0.8984 1.7043 0.01 -0.01 0.01
H 0.2623 -0.6994 1.3746 0.09 -0.05 0.01
H 1.9766 1.6397 1.1440 0.02 0.02 -0.01
H 1.2566 0.9662 2.5892 0.02 0.02 0.02
H 0.0806 3.0713 1.7051 -0.01 0.00 0.00
H -0.9848 1.6852 1.9008 0.00 0.00 0.00
H -1.5286 2.1673 -0.1262 -0.16 0.11 -0.15
H -0.4714 4.1591 -0.4481 0.05 0.02 0.00
H -0.4715 3.1588 -1.8812 -0.03 -0.03 0.01
H 1.8724 3.7413 0.0111 0.00 -0.02 0.01
H 1.6454 4.2790 -1.6193 0.01 0.00 0.01
H 2.9106 1.7981 -0.6737 0.02 0.02 0.02
H 2.9864 2.5388 -2.2445 -0.02 0.00 -0.03
H 0.9671 1.4521 -2.8322 -0.01 0.04 -0.04
H 3.1003 -0.2314 -1.7731 0.04 0.01 0.03
H 2.9565 0.4161 -3.3969 -0.03 0.02 0.00
H 2.1736 -2.0097 -3.2463 0.04 0.01 0.03
H 0.9401 -0.8959 -3.8372 -0.01 -0.02 0.00
H -0.1846 -1.9755 -2.3312 0.12 0.03 -0.17
H 1.3838 -3.4529 -1.4777 0.02 -0.02 0.02
H 0.2377 -2.8348 -0.3011 0.02 -0.05 0.04
C -3.4585 -2.0857 4.5152 -0.05 -0.02 -0.04
C -3.4916 -1.8672 3.0517 0.13 0.02 0.15
N -4.5356 -1.9420 2.2818 0.12 0.22 -0.36
N -4.0721 -1.6716 1.0376 -0.13 -0.19 0.24
C -2.7688 -1.4437 1.0006 -0.36 -0.02 -0.15
S -1.9548 -1.2803 -0.5290 0.70 1.36 -0.07
N -2.3750 -1.5516 2.2804 0.17 0.02 0.31
N -1.0572 -1.3858 2.7268 -0.16 0.05 0.01
H -4.4719 -2.2935 4.8507 -0.01 0.00 0.01
H -3.0931 -1.2040 5.0440 0.00 0.02 -0.01
H -2.8304 -2.9404 4.7729 0.01 -0.01 -0.01
H -4.7153 -1.6757 0.2542 -0.08 -0.03 -0.04
H -0.7860 -2.2206 3.2412 0.05 -0.12 -0.05
H -1.0506 -0.6158 3.3925 -0.04 0.00 0.08
O -0.9015 0.3789 -2.9287 0.35 -0.05 0.40
N -2.0524 1.0688 -3.0720 -0.84 0.35 1.23
O -2.5913 1.0659 -4.1142 0.22 -0.16 -0.77
O -2.4553 1.6111 -2.0393 0.00 0.08 -0.09



49
Properties=species:S:1:pos:R:3:forces:R:3 method="wB97M-V/def2-TZVPD" orbital_gap_ha=0.22959 e_tot_ev=-33922.7470
C -6.1552 -2.9833 3.0293 -0.48 -0.40 -0.16
N -5.0296 -3.5437 2.2443 -0.16 0.37 0.20
C -4.2441 -2.5079 1.5392 0.16 -0.85 -0.48
S -3.8602 -1.0254 2.5382 2.31 3.96 -0.63
O -5.0346 -0.1472 2.6484 0.12 -1.50 -0.16
O -3.2801 -1.4105 3.8291 -0.72 -0.73 -1.01
O -2.8136 -0.2839 1.6873 -1.42 -2.02 0.79
H -6.7642 -2.3184 2.3636 0.20 -0.24 0.91
H -5.8248 -2.4587 3.9494 -0.01 -0.13 -0.86
H -6.7699 -3.8487 3.3748 0.30 0.60 -0.34
H -5.4811 -4.0916 1.5094 0.35 0.02 0.28
H -4.7490 -2.2537 0.5732 0.34 0.62 0.82
H -3.2540 -2.9370 1.2467 -0.63 0.39 0.44
C -0.2831 2.7731 0.5223 0.09 -0.07 -0.06
C -0.2228 1.2660 0.3009 -0.31 0.15 -0.01
C 1.0253 0.6057 0.8687 -0.33 -0.21 0.02
C 2.3833 1.0052 0.3256 -0.12 -0.04 0.38
N 2.6822 0.6680 -1.1246 1.17 -0.04 -0.38
C 2.1309 1.6765 -2.1150 -0.20 0.02 0.11
C 3.0143 2.9052 -1.9790 -0.15 0.29 0.13
C 4.3853 2.3790 -1.5601 0.36 0.18 0.30
C 4.1974 0.8865 -1.3283 -0.23 0.06 -0.04
C 2.3829 -0.7851 -1.4771 -0.31 0.34 -0.35
C 0.9738 -1.0866 -2.0153 -0.14 -0.71 0.01
C 0.1547 -2.0518 -1.1526 -0.24 0.25 0.21
H 0.5758 3.2912 0.0813 0.00 0.11 0.02
H -1.1862 3.1820 0.0689 0.03 0.02 0.05
H -0.3121 3.0047 1.5891 0.02 0.01 -0.05
H -0.3449 1.0488 -0.7635 -0.01 -0.06 0.02
H -1.0926 0.8172 0.7892 -0.02 -0.15 0.03
H 0.9267 -0.4805 0.8263 0.01 0.02 -0.03
H 1.0453 0.8259 1.9419 0.17 0.05 -0.06
H 3.1337 0.4697 0.9112 0.05 0.01 -0.17
H 2.5682 2.0697 0.4732 0.01 0.00 -0.25
H 2.2296 1.2361 -3.1084 -0.05 -0.12 0.10
H 1.0882 1.8907 -1.9054 0.01 -0.16 0.01
H 2.6245 3.5784 -1.2145 -0.07 -0.04 -0.09
H 3.0524 3.4755 -2.9063 -0.09 -0.12 0.00
H 4.7310 2.8779 -0.6542 0.00 -0.02 -0.05
H 5.1391 2.5570 -2.3266 0.00 -0.11 0.05
H 4.7389 0.4955 -0.4698 -0.10 -0.09 -0.06
H 4.4927 0.3407 -2.2231 -0.16 -0.11 0.10
H 2.6511 -1.3859 -0.6076 -0.16 0.10 0.06
H 3.0801 -1.0474 -2.2723 0.12 0.18 0.15
H 1.1080 -1.5809 -2.9814 0.12 0.17 -0.01
H 0.3878 -0.1958 -2.2315 0.13 0.07 0.11
H 0.7841 -2.8102 -0.6825 0.00 0.00 -0.07
H -0.5889 -2.5633 -1.7628 0.04 0.00 0.00
H -0.3964 -1.5287 -0.3696 0.01 -0.10 0.03



57
Properties=species:S:1:pos:R:3:forces:R:3 method="wB97M-V/def2-TZVPD" orbital_gap_ha=0.38301 relative_energy_kcal_mol=0.0 e_tot_ev=-259074.4591
C -5.7158 -7.7683 -5.8780 0.10 -0.11 -0.26
Br -5.2482 -7.1492 -7.6367 0.03 0.07 -0.12
Br -6.9494 -9.2321 -5.9760 -0.02 -0.21 0.05
Br -6.4093 -6.3650 -4.7976 -0.08 0.34 0.17
H -4.8007 -8.1319 -5.4374 0.00 -0.03 0.16
C -14.8891 -11.8595 -9.9345 0.12 -0.34 -0.20
C -14.5973 -10.5584 -9.2521 -0.39 0.20 -0.09
O -13.1805 -10.3643 -9.2352 -0.08 -0.52 -0.25
P -12.5970 -9.1934 -8.3832 0.13 0.17 -0.06
O -13.0077 -9.1189 -6.9833 -0.08 0.04 0.35
O -11.0776 -9.4411 -8.6816 0.42 -0.36 0.15
C -10.1041 -8.7872 -7.8683 0.73 0.83 0.40
C -9.2094 -7.9093 -8.7326 0.25 -0.45 -0.20
O -12.9481 -7.8935 -9.2187 -0.33 0.40 0.23
C -13.6201 -6.7760 -8.5884 -0.31 -0.03 -0.33
C -12.7096 -5.5823 -8.6227 0.29 0.05 -0.17
H -14.3207 -12.6612 -9.4621 -0.12 -0.04 0.04
H -15.9545 -12.0808 -9.8697 0.01 -0.04 0.00
H -14.6018 -11.8256 -10.9852 -0.01 0.02 -0.01
H -15.0593 -9.7343 -9.8063 0.04 0.04 0.13
H -14.9894 -10.5664 -8.2334 0.13 0.10 0.05
H -10.5694 -8.1908 -7.0779 -0.27 -0.02 -0.18
H -9.4886 -9.5098 -7.3324 -0.27 -0.36 -0.24
H -8.6063 -7.2243 -8.1360 -0.29 0.16 0.11
H -8.4701 -8.5125 -9.2680 -0.23 -0.09 -0.11
H -9.8123 -7.3823 -9.4708 0.06 0.22 0.10
H -14.5128 -6.5832 -9.1883 0.02 -0.04 0.02
H -13.9449 -7.0402 -7.5843 0.18 -0.11 0.05
H -11.7652 -5.7973 -8.1196 -0.05 0.03 0.10
H -12.4814 -5.3409 -9.6624 0.03 0.10 0.06
H -13.1759 -4.7185 -8.1518 -0.03 0.02 0.02
C -5.1906 -8.9189 -2.4281 0.18 -0.16 -0.18
C -5.0488 -9.5301 -1.0562 -0.41 -0.74 0.09
O -4.2678 -8.6943 -0.1851 0.02 0.04 -0.27
P -4.9813 -7.5569 0.6453 -0.33 0.01 0.30
O -6.1790 -7.9632 1.3868 0.07 -0.08 -0.09
O -5.2035 -6.4065 -0.4088 -0.26 0.14 -0.18
C -6.0239 -5.2855 -0.0219 0.05 0.41 0.14
C -6.1272 -4.3331 -1.1966 -0.44 -0.10 0.01
O -3.8105 -6.9606 1.5151 0.19 0.12 -0.30
C -3.1852 -7.7649 2.5089 0.16 -0.05 1.18
C -2.1399 -8.6871 1.9330 0.09 -0.09 -0.31
H -4.1901 -8.7347 -2.8280 -0.07 0.25 0.01
H -5.6821 -9.5964 -3.1308 -0.09 -0.12 0.23
H -5.7684 -8.0022 -2.3921 0.09 0.16 -0.02
H -6.0071 -9.7533 -0.5774 -0.04 0.30 -0.08
H -4.5424 -10.4958 -1.1092 0.27 0.18 0.01
H -7.0174 -5.6172 0.2788 0.06 -0.26 -0.01
H -5.5777 -4.8066 0.8537 0.15 -0.01 -0.11
H -5.2155 -4.3102 -1.7872 0.10 0.00 0.05
H -6.9636 -4.6393 -1.8299 0.19 0.01 -0.16
H -6.3534 -3.3254 -0.8481 0.06 0.01 0.03
H -2.7100 -7.0821 3.2208 -0.03 0.15 -0.30
H -3.9501 -8.2677 3.1091 -0.03 -0.25 -0.30
H -1.4095 -8.0899 1.3837 0.02 -0.06 -0.01
H -1.6143 -9.2167 2.7252 -0.03 -0.01 0.11
H -2.5687 -9.4135 1.2413 0.07 0.06 0.17